Entry 1:
Computed, not measured: one molecule with the formula C17H20IN3O5, with ωB97M-V with the def2-TZVPD basis set.

Structure (XYZ):
```
46
Properties=species:S:1:pos:R:3:forces:R:3:lowdin_charge:R:1
C -1.422677 0.332764 3.691841 0.01 -0.01 -0.08 -0.020
C -0.570082 -0.710510 3.017136 -0.09 -0.19 0.06 -0.516
O 0.450464 -1.119852 3.509558 0.13 0.23 -0.08 0.102
N -1.119504 -1.279015 1.805727 0.56 0.03 0.07 -0.040
C -1.889887 -2.448072 2.260732 -0.29 0.21 0.13 -0.031
C -0.213207 -1.462788 0.642342 -0.09 -0.20 -0.39 -0.289
C 1.292465 -1.226092 0.860900 -0.15 0.23 0.32 -0.103
C 2.012221 0.069046 1.223388 0.71 -0.09 0.09 -0.776
O 3.194500 0.056626 1.364169 -0.52 -0.01 -0.10 0.013
I 1.029439 1.955260 1.522737 -0.09 0.02 0.02 1.032
C -0.284730 -2.905660 0.091817 0.48 -0.35 -0.10 -0.033
C -1.492676 -2.962636 -0.801726 -0.24 0.08 0.27 -0.485
O -1.914595 -3.915951 -1.408911 -0.05 0.01 0.12 0.097
N -2.005428 -1.677334 -0.855444 0.77 -0.25 -0.74 0.148
C -0.914313 -0.712892 -0.572698 -0.97 -0.58 -0.01 -0.381
C -0.093030 -0.531714 -1.856014 0.49 0.38 -0.19 -0.034
C 0.836580 0.660168 -1.950943 0.01 -0.14 0.16 -0.230
C 2.213775 0.475212 -1.936872 -0.01 -0.07 0.00 -0.067
C 3.074071 1.560331 -2.012427 -0.02 -0.10 -0.01 -0.069
C 2.558861 2.839447 -2.106454 0.06 0.02 -0.03 -0.054
C 1.183183 3.046725 -2.150863 -0.05 0.16 -0.07 -0.290
C 0.614091 4.439328 -2.254296 0.06 -0.14 0.45 -0.044
C 0.335948 1.949901 -2.079088 0.05 0.04 -0.07 -0.039
O -1.461283 0.536097 -0.220850 0.26 0.31 0.07 -0.108
N -2.835431 0.541948 0.140410 0.10 -0.21 0.18 0.010
O -3.094634 1.554395 0.645908 -0.09 0.16 -0.04 0.073
H -1.780564 -0.055528 4.645984 -0.05 -0.01 -0.02 0.092
H -2.246966 0.652185 3.059620 -0.03 -0.05 0.09 0.068
H -0.782401 1.187063 3.905748 -0.02 -0.03 0.05 0.048
H -1.259097 -3.282242 2.580421 0.01 0.00 -0.03 0.097
H -2.464572 -2.142293 3.138572 -0.05 0.02 -0.09 0.101
H -2.603474 -2.768534 1.505772 0.04 -0.03 -0.03 0.094
H 1.587340 -1.877846 1.684973 0.04 -0.07 -0.09 0.134
H 1.838018 -1.579567 -0.014565 -0.08 0.11 -0.03 0.113
H -0.211717 -3.700891 0.829361 -0.31 0.08 0.08 0.133
H 0.554975 -3.117253 -0.578551 0.02 0.20 0.05 0.136
H -2.496281 -1.530286 -1.731720 -0.26 0.20 0.22 0.154
H -0.795561 -0.460718 -2.691658 -0.11 -0.08 0.12 0.139
H 0.501668 -1.431894 -2.023795 -0.14 -0.08 -0.01 0.127
H 2.618784 -0.528231 -1.867289 0.03 0.01 0.00 0.113
H 4.144375 1.402947 -1.994595 0.00 0.00 0.03 0.110
H 3.241593 3.680323 -2.146657 -0.08 0.05 0.00 0.114
H -0.318254 4.495692 -1.688903 -0.06 0.04 -0.18 0.078
H 0.426234 4.727372 -3.288079 0.00 0.04 -0.01 0.083
H 1.296758 5.155227 -1.794027 0.02 0.06 -0.19 0.078
H -0.734978 2.109741 -2.100691 -0.01 0.00 0.01 0.122
```
Positions in Å, forces in eV/Å.

Its SMILES is CC(=O)N(C)[C@@]1(CC(=O)I)CC(=O)N[C@@]1(Cc1cccc(C)c1)ON=O. The total energy comes out at -1497.8769 hartree. As for the frontier orbital gap: 0.34011 hartree. For the LUMO energy, the calculation gives 0.05 eV.



Entry 2:
Computed, not measured: a 2-piece molecular cluster, C6H11NO2 overall, with ωB97M-V with the def2-TZVPD basis set.

Structure (XYZ):
```
20
Properties=species:S:1:pos:R:3:forces:R:3:lowdin_charge:R:1
C 0.043516 0.322844 0.691516 -0.13 0.27 0.03 -0.565
C 1.424074 0.686115 0.148256 -0.11 -0.06 0.04 -0.025
C -0.518431 1.461832 1.568076 0.18 -0.11 -0.15 -0.017
C -0.984862 0.174046 -0.432917 -1.95 -0.94 0.52 -0.499
N 0.141024 -0.874305 1.505922 -0.02 -0.04 -0.14 0.089
O -0.872970 1.044722 -1.417672 0.10 0.15 -0.13 0.150
O -1.930894 -0.644597 -0.395294 1.03 2.16 0.22 -0.009
H -1.577278 0.884879 -2.068626 0.02 -0.10 0.18 0.152
H -0.783398 -1.157850 1.815464 0.05 -0.01 -0.01 0.088
H 0.511296 -1.635633 0.944214 0.00 0.00 0.08 0.066
H 1.787788 -0.112033 -0.498137 0.05 0.05 0.00 0.065
H 1.389076 1.613334 -0.419740 0.02 0.00 -0.02 0.086
H 2.108899 0.801192 0.987345 -0.03 0.01 0.02 0.091
H -1.520670 1.219324 1.918286 -0.05 -0.02 0.05 0.090
H 0.137375 1.581948 2.426894 0.03 -0.01 0.06 0.090
H -0.552736 2.396978 1.013007 -0.04 0.05 -0.03 0.089
C -0.056453 -2.074579 -1.508853 -2.97 -0.05 0.75 -0.056
C 0.817205 -1.949416 -2.329360 -0.06 -0.13 0.26 -0.009
H 1.600842 -1.859642 -3.036986 0.20 -0.02 -0.06 0.012
H -1.163400 -1.879160 -0.911394 3.67 -1.20 -1.66 0.113
```
Positions in Å, forces in eV/Å.

Its SMILES is CC(C)(N)C(=O)O.C#C. The total energy comes out at -440.3643 hartree. As for the frontier orbital gap: 0.38462 hartree. For the LUMO energy, the calculation gives 0.67 eV. The energy above the lowest of the compared OMol25 structures with the same formula, charge and spin comes out at 77.12 kcal/mol.



Entry 3:
Computed, not measured: one molecule with the formula C16H17N3O3S2, with ωB97M-V with the def2-TZVPD basis set.

Structure (XYZ):
```
41
Properties=species:S:1:pos:R:3:forces:R:3:lowdin_charge:R:1
C -8.252584 -0.461436 -1.176068 -0.11 0.04 -0.06 0.005
C -6.981400 -0.812432 -1.142198 0.15 -0.04 0.13 -0.168
C -6.239316 -1.168724 0.109838 -0.10 -0.23 0.03 -0.185
N -5.000128 -0.431057 0.218478 -0.34 0.25 0.02 0.053
C -3.792057 -1.030168 0.197259 0.53 0.24 0.04 -0.504
O -3.650787 -2.251123 0.137064 -0.15 -0.36 0.00 0.027
C -2.639777 -0.146965 0.249374 0.40 0.23 -0.01 -0.373
C -1.339592 -0.588328 0.225793 -1.02 -0.27 0.03 -0.327
N -0.981467 -1.887264 0.272695 0.14 -0.16 -0.06 0.186
H -0.074599 -2.165901 -0.061816 -0.01 0.03 0.00 0.110
H -1.779142 -2.513494 0.164493 0.13 0.05 -0.02 0.093
N -0.412904 0.429529 0.187110 -0.15 -0.08 -0.02 -0.054
C -0.937170 1.697544 0.188822 -0.44 0.44 0.06 -1.087
S -0.075497 3.086983 0.182691 -0.08 0.36 0.06 0.643
S -2.682594 1.610928 0.246070 0.63 -0.25 -0.03 1.029
C 0.984496 0.193747 0.191907 0.68 -0.20 -0.01 -0.237
C 1.784781 0.734539 -0.807945 -0.15 -0.15 0.00 -0.028
C 3.147000 0.507664 -0.791180 0.06 -0.11 0.12 0.012
C 3.713268 -0.266466 0.217576 -0.28 0.02 0.04 -0.112
C 2.903537 -0.808638 1.212492 0.27 0.02 -0.14 0.009
C 1.542878 -0.577621 1.206525 -0.13 0.22 -0.07 0.001
H 0.913049 -0.976936 1.987025 -0.04 -0.02 0.06 0.124
H 3.362289 -1.400296 1.989774 0.03 -0.04 0.05 0.123
C 5.173746 -0.540854 0.276477 0.11 -0.16 0.21 -0.450
O 5.685009 -1.268124 1.092692 0.00 0.06 -0.08 0.116
O 5.851459 0.116012 -0.669402 -0.28 0.14 -0.15 -0.008
C 7.265616 -0.079816 -0.705407 0.55 -0.24 0.08 -0.211
C 7.633131 -1.347096 -1.463871 -0.27 0.26 0.18 -0.060
H 7.219758 -1.318391 -2.469315 0.01 -0.01 -0.10 0.078
H 8.714051 -1.432481 -1.526208 0.13 -0.03 -0.03 0.078
H 7.240774 -2.217651 -0.943940 0.02 -0.07 0.01 0.076
H 7.642231 -0.131366 0.321415 -0.04 0.10 -0.18 0.123
H 7.660730 0.807601 -1.204011 -0.07 -0.09 0.10 0.124
H 3.776567 0.927487 -1.558893 0.03 0.03 -0.06 0.121
H 1.339602 1.334516 -1.585580 -0.04 0.02 -0.03 0.106
H -5.051365 0.575797 0.232842 0.00 -0.11 0.00 0.108
H -5.955925 -2.226896 0.090781 -0.09 0.17 0.09 0.124
H -6.861830 -0.981206 0.990962 0.02 -0.11 -0.08 0.124
H -6.392988 -0.859702 -2.048732 0.03 -0.01 -0.17 0.104
H -8.754317 -0.223021 -2.097838 -0.05 0.02 -0.21 0.051
H -8.849916 -0.410994 -0.280266 -0.07 0.02 0.23 0.056
```
Positions in Å, forces in eV/Å.

Its SMILES is C=CCNC(=O)c1sc(=S)n(-c2ccc(C(=O)OCC)cc2)c1N. The total energy comes out at -1806.3046 hartree. As for the frontier orbital gap: 0.28275 hartree. For the LUMO energy, the calculation gives -0.03 eV. The energy above the lowest of the compared OMol25 structures with the same formula, charge and spin comes out at 10.66 kcal/mol.



Entry 4:
Computed, not measured: C3H4FNO3 as an isolated structure, with ωB97M-V with the def2-TZVPD basis set.

Structure (XYZ):
```
12
Properties=species:S:1:pos:R:3:forces:R:3:lowdin_charge:R:1
C 0.880201 2.234202 1.567550 1.06 0.63 -2.35 -0.163
C -1.026290 -1.469744 -0.211441 -3.46 -2.23 6.27 -0.278
C 0.465984 -0.525857 -1.216467 -2.27 -0.45 -5.20 -0.504
N -0.079832 -1.192111 -2.232520 0.53 -0.47 4.75 0.224
O 0.429076 1.299261 2.115622 -0.73 -1.72 1.37 0.010
O -0.933263 -2.048831 -1.376780 1.70 -2.29 -4.49 -0.094
O -0.015511 -0.460834 0.005367 -0.17 -0.91 -1.34 0.129
F 1.250228 0.347307 -1.677392 2.74 2.64 0.88 0.200
H 0.633965 3.240824 1.889489 0.17 0.72 0.07 0.073
H 1.514134 2.086723 0.612288 -0.49 0.48 1.07 0.098
H -1.006881 -2.208265 0.735862 0.89 1.10 -2.00 0.171
H -2.111812 -1.302675 -0.211577 0.03 2.50 0.99 0.134
```
Positions in Å, forces in eV/Å.

The total energy comes out at -496.8687 hartree. As for the frontier orbital gap: 0.35528 hartree. For the LUMO energy, the calculation gives 0.64 eV. The energy above the lowest of the compared OMol25 structures with the same formula, charge and spin comes out at 141.88 kcal/mol.



Entry 5:
Computed, not measured: a 2-piece molecular cluster, C4H12NO3 overall, with ωB97M-V with the def2-TZVPD basis set.

Structure (XYZ):
```
20
Properties=species:S:1:pos:R:3:forces:R:3:lowdin_charge:R:1
O -0.442735 -0.352298 2.275986 -0.30 -0.39 -0.41 0.167
C -0.900013 -0.222052 1.032140 1.05 -0.05 -0.64 -0.490
C 0.040800 -0.819969 -0.033044 0.30 -1.06 0.72 -0.228
N 1.018145 0.286576 -0.411514 -2.48 0.03 -0.66 0.040
C 1.623007 0.044141 -1.759792 0.41 0.29 0.38 0.018
C 0.756249 -2.155488 0.219441 0.09 -0.06 0.37 -0.018
O -1.864679 0.375520 0.646080 -0.28 -0.11 0.74 0.143
H -1.168316 -0.156008 2.874796 -0.23 0.40 0.59 0.145
H -0.705604 -1.043931 -0.801987 0.65 0.69 -0.59 0.161
H 1.658243 0.441883 0.361230 0.35 -0.07 -0.13 0.186
H 0.373306 1.125419 -0.511430 0.63 -0.07 0.00 0.107
H 0.892562 -0.518006 -2.337579 0.44 -0.49 0.13 0.112
H 2.596400 -0.401795 -1.563349 -0.22 -0.39 -0.64 0.111
H 1.743498 0.967760 -2.314185 0.16 0.36 0.36 0.101
H 1.182250 -2.551069 -0.699928 -0.33 0.02 -0.29 0.085
H 1.608164 -2.166917 0.899425 -0.17 0.56 0.36 0.094
H 0.044634 -2.888382 0.613951 0.05 0.16 -0.19 0.106
H -0.977198 3.037321 -0.883175 1.30 0.65 0.47 0.096
H -1.475627 1.944194 -1.500665 0.64 -1.17 -0.49 0.095
O -0.571827 2.245337 -1.273807 -2.05 0.71 -0.05 -0.029
```
Positions in Å, forces in eV/Å.

The charge is +1. The total energy comes out at -439.8458 hartree. As for the frontier orbital gap: 0.44207 hartree. For the LUMO energy, the calculation gives -2.96 eV. The energy above the lowest of the compared OMol25 structures with the same formula, charge and spin comes out at 18.05 kcal/mol.



Entry 6:
Computed, not measured: one molecule with the formula C4H6O, with ωB97M-V with the def2-TZVPD basis set.

Structure (XYZ):
```
11
Properties=species:S:1:pos:R:3:forces:R:3:lowdin_charge:R:1
C 0.723657 0.106587 0.180545 -0.15 -0.61 -0.51 -0.113
C -0.475583 0.230083 0.095139 -2.65 0.97 -0.24 0.032
C 2.131769 -0.374943 0.121408 -2.60 2.06 3.93 -0.086
C -2.148868 0.537267 0.177579 4.09 -0.99 -3.58 -0.208
O -2.848849 -0.672735 0.026155 0.05 0.50 -0.24 -0.081
H 2.777276 0.292129 0.689503 0.29 -0.37 -0.20 0.085
H 2.386011 -0.556519 -0.806839 1.66 0.12 -5.01 0.014
H 2.098367 -1.362531 0.458158 0.24 -1.51 1.56 0.061
H -2.417622 1.304871 -0.636941 0.50 -1.05 1.44 0.128
H -2.058560 0.931131 1.131364 -1.35 0.59 1.95 0.064
H -2.726839 -0.966748 -0.901193 -0.09 0.29 0.89 0.104
```
Positions in Å, forces in eV/Å.

Its SMILES is CC#CCO. The total energy comes out at -231.1272 hartree. As for the frontier orbital gap: 0.38241 hartree. For the LUMO energy, the calculation gives 0.84 eV. The energy above the lowest of the compared OMol25 structures with the same formula, charge and spin comes out at 60.58 kcal/mol.



What is the formula in the second record?
C6H11NO2



Which of these has the lowest LUMO energy?
C4H12NO3



The lowest LUMO energy belongs to which entry?
C4H12NO3



Which of these has the highest LUMO energy?
C4H6O